Molecular formula: C3H6N2S4
Method: DFT, ωB97M-V/def2-TZVPD

Its orbital gap is 0.312 Ha. Its LUMO energy is -0.433 eV. As for the spin multiplicity: 1. As for the energy above the lowest of the compared OMol25 structures with the same formula, charge and spin: 69.78 kJ/mol. As for the SMILES: S=C(S)NCNC(=S)S.

Last column: Mulliken charge in e.
Atoms and positions in Å:
C -1.63 0.84 -1.29  0.23
C 0.50 1.27 0.00  -1.00
C 1.67 -0.93 0.91  0.17
H -1.13 -0.30 0.77  0.21
H 0.46 1.48 -2.14  0.35
H -0.05 1.48 1.06  0.52
H 1.46 1.89 -0.05  0.38
H 0.86 -0.71 -0.94  0.23
H 2.43 -0.62 3.04  0.21
N -0.28 1.35 -1.14  -0.27
N 0.88 -0.24 0.01  -0.19
S -2.25 0.13 0.23  -0.13
S -2.73 0.90 -2.63  -0.22
S 2.22 0.46 2.07  -0.24
S 2.04 -2.63 0.86  -0.23

Molecular formula: C3H6N3O
Method: DFT, ωB97M-V/def2-TZVPD

Its orbital gap is 0.354 Ha. The total charge is +1. Its LUMO energy is -4.019 eV. As for the spin multiplicity: 1. As for the energy above the lowest of the compared OMol25 structures with the same formula, charge and spin: 295.64 kJ/mol. As for the SMILES: N/C=[NH+]\CC#[N+][O-].

Last column: Mulliken charge in e.
Atoms and positions in Å:
C 0.35 1.40 -0.38  0.14
C -1.17 -0.48 -0.02  -0.87
C -0.49 -1.51 0.73  0.26
N 0.20 -2.10 1.46  0.59
N 1.29 0.66 -0.84  -0.29
N -0.79 0.96 0.09  -0.09
O 1.03 -2.81 1.91  -0.56
H 0.52 2.55 -0.17  0.30
H -0.87 -0.56 -1.08  0.31
H -2.26 -0.59 -0.08  0.39
H 1.42 -0.31 -1.08  0.25
H 2.04 1.25 -1.26  0.30
H -1.27 1.53 0.72  0.27

Molecular formula: C3H6N3O2
Method: DFT, ωB97M-V/def2-TZVPD

Its orbital gap is 0.251 Ha. The total charge is -1. Its LUMO energy is 4.372 eV. As for the spin multiplicity: 1. As for the energy above the lowest of the compared OMol25 structures with the same formula, charge and spin: 238.92 kJ/mol. As for the SMILES: C/C=C(/[O-])NNN=O.

Last column: Mulliken charge in e.
Atoms and positions in Å:
C 1.36 -0.25 -0.21  0.69
C 0.17 -0.69 -0.84  -0.62
C -1.04 -1.13 -0.09  -1.10
N 1.13 0.59 0.94  -0.27
N 0.02 1.40 0.85  -0.28
N -0.23 1.54 -0.51  0.02
O -1.44 1.78 -0.78  -0.56
O 2.55 -0.32 -0.52  -0.74
H 0.34 -1.24 -1.74  0.37
H -0.72 -1.76 0.77  0.22
H -1.73 -1.71 -0.61  0.39
H -1.58 -0.39 0.40  0.27
H 2.02 1.05 1.00  0.32
H -0.86 1.12 1.33  0.30

Molecular formula: C3H6N3O4
Method: DFT, ωB97M-V/def2-TZVPD

Its orbital gap is 0.300 Ha. The total charge is -1. Its LUMO energy is 3.531 eV. As for the spin multiplicity: 1. As for the energy above the lowest of the compared OMol25 structures with the same formula, charge and spin: 233.40 kJ/mol.

Last column: Mulliken charge in e.
Atoms and positions in Å:
C -1.29 2.01 0.06  0.52
C -0.99 -0.52 0.67  -0.50
C -0.55 0.97 0.72  0.34
N 2.05 0.15 0.42  -0.59
N 3.12 0.41 0.15  0.63
N -0.49 -1.20 -0.51  -0.71
O -1.29 2.09 1.38  -0.46
O 3.25 1.77 -0.87  -0.74
O -1.76 2.65 -0.83  -0.59
O 4.29 0.07 0.38  -0.67
H -2.14 -0.81 0.56  0.31
H -0.70 -0.93 1.66  0.26
H 0.60 0.84 0.64  0.31
H 2.43 2.17 -0.96  0.24
H 0.51 -0.92 -0.45  0.38
H -0.78 -0.78 -1.37  0.25

Molecular formula: C3H6N3P
Method: DFT, ωB97M-V/def2-TZVPD

Its orbital gap (spin up / spin down) is 0.312 / 0.298 Ha. Its LUMO energy (spin up / spin down) is -1.181 / -1.070 eV. As for the spin multiplicity: 1. As for the energy above the lowest of the compared OMol25 structures with the same formula, charge and spin: 420.83 kJ/mol.

Last column: Mulliken charge in e.
Atoms and positions in Å:
C -0.47 0.57 0.41  0.56
C -0.23 -0.37 -0.61  -0.01
C 0.28 0.81 1.66  -1.02
N -1.53 1.26 0.01  -0.56
N -1.11 -0.26 -1.57  -0.48
N -1.87 0.74 -1.16  0.25
P 1.73 -2.50 -0.56  0.05
H 0.93 -0.03 1.87  0.28
H 0.88 1.71 1.57  0.25
H -0.42 0.95 2.49  0.30
H -2.67 1.07 -1.68  0.24
H 2.71 -1.50 -0.48  0.07
H 1.76 -2.45 -1.95  0.08

Molecular formula: C3H6N3S
Method: DFT, ωB97M-V/def2-TZVPD

Its orbital gap is 0.294 Ha. The total charge is +1. Its LUMO energy is -5.493 eV. As for the spin multiplicity: 1. As for the energy above the lowest of the compared OMol25 structures with the same formula, charge and spin: 450.21 kJ/mol.

Last column: Mulliken charge in e.
Atoms and positions in Å:
C -1.53 -1.48 -0.04  -0.06
C -2.26 -0.31 0.08  -0.20
C 2.46 0.77 0.09  -0.61
N -0.14 -1.51 -0.11  -0.61
N 0.62 -0.70 0.15  1.10
N 1.41 -0.03 0.68  -0.33
S -2.18 1.44 0.05  -0.05
H -2.06 -2.38 -0.16  0.42
H -3.28 -0.59 0.33  0.26
H 2.46 0.60 -1.08  0.33
H 2.22 1.82 0.19  0.29
H 3.38 0.66 0.57  0.31
H -1.11 1.71 -0.77  0.15

Molecular formula: C3H6N4
Method: DFT, ωB97M-V/def2-TZVPD

Its orbital gap is 0.366 Ha. Its LUMO energy is 0.747 eV. As for the spin multiplicity: 1. As for the energy above the lowest of the compared OMol25 structures with the same formula, charge and spin: 154.06 kJ/mol. As for the SMILES: NCc1cnn[nH]1.

Last column: Mulliken charge in e.
Atoms and positions in Å:
C -1.59 0.64 0.24  -0.40
C -0.17 0.25 0.12  0.25
C 0.41 -1.01 0.24  -0.31
H -3.39 -0.39 -0.02  0.22
H -2.32 -0.76 -1.24  0.20
H -1.90 0.90 1.31  0.25
H -1.74 1.59 -0.29  0.27
H 0.01 -1.98 0.43  0.49
H 1.03 2.07 -0.24  0.26
N -2.38 -0.51 -0.26  -0.56
N 1.76 -0.92 0.02  -0.28
N 2.03 0.29 -0.23  -0.53
N 0.93 1.05 -0.03  0.14

Molecular formula: C3H6N4
Method: DFT, ωB97M-V/def2-TZVPD

Its orbital gap is 0.401 Ha. Its LUMO energy is 0.939 eV. As for the spin multiplicity: 1. As for the energy above the lowest of the compared OMol25 structures with the same formula, charge and spin: 486.57 kJ/mol.

Last column: Mulliken charge in e.
Atoms and positions in Å:
C -1.45 -0.04 -0.28  0.09
C -0.47 -0.64 0.60  -0.10
C -1.62 -0.32 -1.75  -1.07
N 3.81 -1.69 -0.10  -0.38
N 3.65 -0.74 0.51  0.73
N 3.74 0.28 1.12  -0.63
N -0.15 0.49 0.17  -0.52
H -2.36 0.39 0.11  0.33
H -0.37 -1.54 1.06  0.36
H -1.97 -1.23 -1.95  0.33
H -0.63 -0.16 -2.13  0.33
H -2.34 0.46 -2.23  0.24
H 2.82 0.54 1.48  0.28

Molecular formula: C3H6N4
Method: DFT, ωB97M-V/def2-TZVPD

Its orbital gap is 0.358 Ha. Its LUMO energy is 0.384 eV. As for the spin multiplicity: 1. As for the energy above the lowest of the compared OMol25 structures with the same formula, charge and spin: 339.74 kJ/mol. As for the SMILES: [H]/N=C(\N)NCC#N.

Last column: Mulliken charge in e.
Atoms and positions in Å:
C 1.12 -0.17 -0.79  0.42
C -0.78 -0.73 0.57  -0.27
C -2.03 0.08 1.12  0.20
H 1.86 1.84 -0.91  0.25
H 2.76 0.40 -1.58  0.27
H 2.43 -1.82 -0.88  0.20
H -0.06 1.36 -0.04  0.31
H -0.90 -1.58 -0.26  0.30
H -0.32 -1.04 1.60  0.25
N 1.84 0.89 -1.39  -0.50
N 1.52 -1.43 -0.38  -0.65
N -0.08 0.25 -0.25  -0.31
N -2.64 1.13 1.54  -0.46

Molecular formula: C3H6N4
Method: DFT, ωB97M-V/def2-TZVPD

Its orbital gap (spin up / spin down) is 0.228 / 0.329 Ha. Its LUMO energy (spin up / spin down) is 0.958 / -2.237 eV. As for the spin multiplicity: 3. As for the energy above the lowest of the compared OMol25 structures with the same formula, charge and spin: 418.22 kJ/mol.

Last column: Mulliken charge in e.
Atoms and positions in Å:
C 1.33 -1.29 -1.60  -1.09
C -2.13 0.94 0.13  -0.02
C 1.05 -0.65 -0.47  0.28
N 1.52 0.66 -0.36  -0.41
N 1.16 2.32 1.23  -0.62
N -2.38 0.34 -0.82  -0.35
N 1.30 1.46 0.52  0.83
H 1.15 -2.29 -1.73  0.38
H 2.01 -0.87 -2.31  0.33
H -2.03 1.59 0.99  0.34
H -1.85 -0.90 1.79  0.08
H 0.43 -1.05 0.43  0.31
H -1.57 -0.26 2.19  -0.06